Here is a structure of composition C38H49MgN3O5PSSb from OMol25. Energies are from ωB97M-V/def2-TZVPD.

Results
* highest occupied orbital energy: -8.25 eV
* E_tot: -3197.92100 Ha
* energy above the lowest of the compared OMol25 structures with the same formula, charge and spin: 9.79 kcal/mol
* spin multiplicity: 1
* LUMO energy: -0.22 eV

Structure (XYZ):
```
99
Properties=species:S:1:pos:R:3:forces:R:3
Mg -0.1702 0.3799 1.0299 -0.06 0.00 -0.72
N 1.2712 -0.1991 -0.5821 0.10 -0.31 0.19
C 1.5032 -1.6225 -0.2443 0.00 -0.05 -0.02
C 0.3245 -2.2023 0.5594 0.27 -0.33 0.06
O 0.4911 -3.2888 1.0977 -0.08 0.03 -0.18
O -0.7233 -1.4642 0.6067 -0.17 0.27 0.22
H 0.7534 -0.1853 -1.4596 -0.14 0.29 0.04
H 2.1590 0.2576 -0.7569 -0.03 0.08 0.01
H 2.4076 -1.7259 0.3548 -0.03 0.02 0.04
H 1.6313 -2.2418 -1.1371 0.03 -0.01 0.03
O 0.7775 2.1857 1.4964 0.16 0.10 -0.09
S -0.2502 2.5799 2.4929 0.01 -0.03 0.05
O -0.7233 3.9260 2.3827 0.00 0.06 0.03
O -1.2862 1.5248 2.4045 -0.14 -0.08 0.16
C 0.5319 2.3868 4.0782 -0.04 0.06 -0.10
C 0.6710 3.5162 4.8669 0.00 0.10 0.05
C 1.3208 3.4274 6.0894 -0.01 0.00 -0.03
C 1.8325 2.2104 6.5088 -0.01 -0.03 -0.02
C 1.6841 1.0833 5.7125 0.02 0.03 0.00
C 1.0270 1.1477 4.4869 0.05 -0.10 0.10
P 0.8011 -0.3830 3.4917 0.02 0.07 -0.13
C 2.3787 -1.2440 3.7921 -0.01 -0.01 0.02
C 2.5348 -2.3095 4.6710 -0.02 -0.01 0.00
C 3.7772 -2.9100 4.8248 0.01 -0.01 0.01
C 4.8706 -2.4478 4.1089 0.01 -0.01 0.00
C 4.7219 -1.3825 3.2303 0.01 0.01 -0.01
C 3.4807 -0.7905 3.0674 0.00 0.01 -0.01
C -0.4435 -1.2998 4.4473 -0.06 0.03 0.01
C -0.7845 -2.5764 3.9959 -0.02 0.02 -0.03
C -1.7668 -3.3009 4.6521 0.00 -0.02 -0.01
C -2.4306 -2.7560 5.7428 -0.01 -0.01 0.01
C -2.1141 -1.4776 6.1748 0.00 0.01 0.02
C -1.1234 -0.7495 5.5309 0.02 -0.02 0.02
H 0.2698 4.4554 4.5120 0.00 -0.01 0.00
H 1.4298 4.3094 6.7063 0.00 0.00 0.00
H 2.3455 2.1328 7.4585 0.00 0.00 0.00
H 2.0830 0.1347 6.0500 0.00 -0.01 0.00
H 1.6848 -2.6799 5.2304 0.00 0.01 -0.01
H 3.8873 -3.7439 5.5059 0.00 0.00 0.00
H 5.8372 -2.9193 4.2296 0.00 0.00 0.00
H 5.5715 -1.0186 2.6667 0.00 0.00 0.00
H 3.3641 0.0405 2.3781 -0.01 0.00 0.00
H -0.3055 -2.9921 3.1155 0.01 -0.03 0.00
H -2.0238 -4.2895 4.2944 0.00 0.00 0.01
H -3.2025 -3.3228 6.2477 0.00 0.00 0.00
H -2.6391 -1.0393 7.0138 0.00 -0.01 0.00
H -0.8920 0.2495 5.8758 0.00 0.00 0.00
N -6.2592 1.4754 -0.7088 0.02 0.03 -0.02
C -5.1521 1.7804 -0.7393 -0.18 -0.09 0.03
C -3.7696 2.1470 -0.7952 0.17 0.03 0.04
C -3.3821 3.4205 -1.2043 0.02 -0.05 0.01
C -2.0327 3.7074 -1.2749 0.01 -0.03 0.00
C -1.1245 2.7205 -0.9254 -0.06 0.05 -0.06
N -1.4947 1.5051 -0.5237 0.15 -0.09 0.47
C -2.7901 1.2213 -0.4482 -0.09 0.05 -0.13
H -4.1295 4.1569 -1.4653 -0.01 0.01 0.01
H -1.6802 4.6831 -1.5764 -0.01 0.01 -0.01
H -0.0593 2.9145 -0.9413 0.01 0.00 0.02
H -3.0572 0.2296 -0.1007 0.00 0.00 0.01
C 1.6780 -1.8603 -4.7552 0.00 0.06 0.00
C 0.1784 -1.8497 -5.0626 0.03 -0.03 0.01
C -0.4552 -3.0748 -4.3991 -0.02 0.05 0.01
C -0.0101 -1.9629 -6.5733 -0.03 0.05 0.00
Sb -0.6311 -0.0790 -4.0097 -0.01 -0.08 -0.10
C 0.3607 1.6165 -5.0291 0.04 0.02 -0.01
C 1.6788 1.7905 -4.2648 -0.02 -0.04 0.04
C -0.4554 2.8953 -4.8413 -0.03 -0.02 0.01
C 0.6620 1.4382 -6.5123 -0.01 -0.04 0.00
C -2.7664 -0.0328 -4.5683 -0.04 -0.03 -0.01
C -3.4514 -1.0008 -3.5976 0.04 0.01 0.01
C -3.3284 1.3621 -4.2960 0.04 0.01 -0.02
C -3.0933 -0.4366 -6.0009 0.06 0.02 -0.02
H 2.1111 -2.8083 -5.0915 0.01 -0.02 0.00
H 1.8808 -1.7684 -3.6844 0.00 0.00 0.01
H 2.2088 -1.0584 -5.2727 -0.01 -0.02 0.01
H 0.0452 -3.9807 -4.7580 0.01 -0.01 0.00
H -1.5126 -3.1704 -4.6508 -0.01 0.01 0.01
H -0.3630 -3.0547 -3.3101 -0.01 0.00 0.00
H 0.5262 -2.8512 -6.9269 0.00 -0.02 0.00
H 0.3838 -1.1077 -7.1186 -0.01 -0.03 0.01
H -1.0542 -2.0877 -6.8520 -0.01 0.01 0.00
H 1.4965 2.0515 -3.2184 0.01 0.00 0.01
H 2.2590 2.6042 -4.7132 0.01 0.02 0.00
H 2.3001 0.8922 -4.2809 -0.02 0.03 -0.01
H -0.8371 3.0056 -3.8220 0.01 -0.01 -0.04
H -1.3003 2.9424 -5.5279 0.04 0.00 0.02
H 0.1822 3.7617 -5.0503 0.02 0.01 -0.01
H 1.3787 0.6359 -6.6904 0.00 0.02 0.01
H 1.1051 2.3603 -6.9068 0.00 0.02 0.00
H -0.2376 1.2290 -7.0944 0.00 0.00 0.00
H -3.2967 -0.7011 -2.5590 0.00 -0.02 0.02
H -3.0974 -2.0269 -3.6996 0.02 -0.01 -0.01
H -4.5302 -1.0023 -3.7871 -0.01 0.01 0.00
H -3.0108 1.7523 -3.3263 0.01 -0.01 -0.05
H -4.4229 1.3079 -4.2856 -0.02 0.00 0.01
H -3.0448 2.0814 -5.0625 -0.02 -0.03 0.01
H -2.8906 -1.4920 -6.1783 0.01 -0.01 0.00
H -2.5366 0.1480 -6.7369 -0.01 0.00 0.00
H -4.1614 -0.2780 -6.1887 -0.01 0.01 0.00
```
Positions in Å, forces in eV/Å.